{"formula": "C57H74O19", "method": "ωB97M-V/def2-TZVPD", "symbols": ["C", "C", "O", "C", "H", "H", "H", "H", "H", "H", "C", "C", "O", "C", "H", "H", "H", "H", "H", "H", "C", "C", "O", "C", "H", "H", "H", "H", "H", "H", "C", "C", "O", "C", "H", "H", "H", "H", "H", "H", "C", "C", "O", "C", "H", "H", "H", "H", "H", "H", "C", "C", "O", "C", "H", "H", "H", "H", "H", "H", "C", "C", "O", "C", "H", "H", "H", "H", "H", "H", "C", "C", "O", "C", "H", "H", "H", "H", "H", "H", "C", "C", "O", "C", "H", "H", "H", "H", "H", "H", "C", "C", "C", "O", "C", "C", "C", "O", "H", "H", "H", "H", "C", "C", "C", "O", "C", "C", "C", "O", "H", "H", "H", "H", "C", "C", "C", "O", "C", "C", "C", "O", "H", "H", "H", "H", "C", "C", "C", "O", "C", "C", "C", "O", "H", "H", "H", "H", "C", "C", "C", "O", "C", "C", "C", "O", "H", "H", "H", "H"], "positions_angstrom": [[1.556, -5.517, 2.363], [0.712, -4.233, 2.654], [-0.342, -4.002, 2.035], [1.208, -3.470, 3.854], [1.212, -6.037, 1.498], [1.400, -6.145, 3.229], [2.605, -5.238, 2.327], [1.467, -4.200, 4.664], [0.512, -2.767, 4.335], [2.192, -2.928, 3.600], [7.641, 2.233, -1.309], [7.330, 2.550, 0.105], [6.389, 2.070, 0.710], [8.462, 3.334, 0.824], [6.685, 2.018, -1.866], [8.174, 1.286, -1.268], [8.316, 2.955, -1.743], [9.333, 2.705, 0.838], [8.196, 3.686, 1.808], [8.821, 4.285, 0.301], [-4.607, 0.361, 4.920], [-5.673, -0.772, 4.703], [-6.092, -1.104, 3.606], [-6.428, -1.113, 6.019], [-4.997, 1.386, 4.654], [-3.774, 0.315, 4.272], [-4.243, 0.374, 5.919], [-7.146, -1.937, 5.888], [-6.820, -0.265, 6.590], [-5.649, -1.375, 6.666], [-3.712, -3.067, 3.035], [-2.865, -2.862, 4.337], [-1.962, -2.061, 4.329], [-3.181, -3.854, 5.459], [-4.293, -3.969, 2.902], [-3.044, -2.914, 2.201], [-4.361, -2.195, 2.897], [-2.959, -4.847, 5.223], [-4.260, -3.820, 5.505], [-2.740, -3.574, 6.379], [6.344, -5.286, 0.223], [6.193, -3.827, 0.796], [6.362, -3.502, 1.919], [5.601, -2.741, -0.129], [6.502, -5.995, 1.021], [7.222, -5.323, -0.405], [5.451, -5.416, -0.423], [6.401, -2.430, -0.768], [5.357, -1.837, 0.396], [4.766, -3.003, -0.758], [-3.904, -0.051, -4.421], [-4.670, -1.344, -4.361], [-5.886, -1.343, -4.629], [-3.961, -2.526, -3.748], [-3.690, 0.208, -5.462], [-2.955, -0.214, -3.942], [-4.519, 0.741, -3.881], [-2.860, -2.475, -3.814], [-4.372, -3.456, -4.222], [-4.301, -2.639, -2.699], [0.579, -4.419, -1.179], [-0.625, -3.628, -1.671], [-0.530, -2.563, -2.262], [-1.934, -4.336, -1.547], [0.637, -5.476, -1.618], [0.502, -4.619, -0.101], [1.518, -3.906, -1.430], [-2.775, -3.854, -1.989], [-2.080, -4.580, -0.474], [-1.942, -5.291, -1.993], [-7.026, -2.834, -0.860], [-5.917, -1.855, -0.825], [-4.910, -2.248, -0.249], [-5.900, -0.487, -1.384], [-6.697, -3.728, -0.277], [-7.225, -3.199, -1.872], [-8.003, -2.461, -0.405], [-4.969, -0.016, -1.126], [-6.528, 0.182, -0.853], [-6.137, -0.404, -2.446], [4.183, 1.529, 3.037], [2.905, 2.288, 3.005], [1.967, 2.033, 2.265], [2.873, 3.363, 4.058], [4.974, 2.257, 3.196], [4.298, 0.978, 2.089], [4.230, 0.794, 3.840], [3.724, 4.004, 3.824], [3.028, 2.881, 5.043], [1.915, 3.831, 4.095], [1.273, -1.675, -4.757], [2.508, -1.333, -4.449], [2.957, 0.069, -4.662], [3.944, 0.410, -4.063], [2.104, 1.025, -5.489], [0.866, 0.669, -5.861], [0.422, -0.680, -5.483], [-0.662, -1.072, -5.837], [0.825, -2.674, -4.574], [3.277, -1.932, -3.943], [2.484, 2.017, -5.756], [0.115, 1.287, -6.398], [-1.691, 3.427, 2.522], [-2.524, 2.795, 1.675], [-3.715, 3.535, 1.183], [-4.515, 2.979, 0.439], [-4.050, 4.875, 1.724], [-3.239, 5.499, 2.584], [-1.965, 4.853, 2.951], [-1.099, 5.561, 3.467], [-0.759, 2.953, 2.916], [-2.365, 1.760, 1.356], [-4.975, 5.405, 1.398], [-3.274, 6.515, 3.069], [3.369, 3.998, -2.855], [4.198, 4.888, -2.295], [4.348, 4.822, -0.798], [5.304, 5.363, -0.261], [3.409, 4.013, 0.032], [2.503, 3.220, -0.524], [2.412, 3.234, -2.028], [1.503, 2.660, -2.562], [3.238, 3.809, -3.904], [4.908, 5.619, -2.676], [3.761, 4.125, 1.078], [1.793, 2.631, -0.030], [-0.238, 0.357, -1.297], [0.871, -0.218, -0.741], [0.678, -1.120, 0.419], [1.570, -1.874, 0.780], [-0.592, -1.056, 1.178], [-1.670, -0.434, 0.682], [-1.535, 0.191, -0.653], [-2.555, 0.494, -1.203], [-0.153, 0.856, -2.235], [1.833, -0.197, -1.212], [-0.612, -1.522, 2.166], [-2.660, -0.571, 1.072], [-1.596, 3.553, -2.897], [-1.386, 3.444, -4.202], [-0.419, 4.329, -4.863], [-0.218, 4.305, -6.055], [0.350, 5.277, -3.951], [0.052, 5.485, -2.629], [-0.949, 4.595, -2.015], [-1.229, 4.669, -0.859], [-2.235, 2.821, -2.364], [-1.868, 2.705, -4.836], [1.109, 5.919, -4.400], [0.482, 6.276, -2.115]], "forces_ev_per_angstrom": [[-0.6, 1.8, 0.7], [-1.8, -0.9, -1.0], [2.3, -0.4, 1.4], [1.4, 0.5, 0.8], [-0.1, -0.2, -0.7], [0.1, -0.3, 0.3], [0.2, -0.2, -0.2], [0.0, 0.4, -0.7], [0.0, -0.1, -0.7], [-1.5, -0.8, 0.2], [-1.3, -0.8, -0.7], [0.6, 0.2, 1.6], [0.5, 0.7, -0.6], [-0.4, 1.7, -1.0], [1.1, 0.5, 0.3], [0.2, -0.2, -0.1], [-0.2, 0.3, -0.4], [0.4, -0.5, 0.2], [-0.2, -0.4, 0.4], [-0.8, -1.3, 0.2], [-1.3, 0.2, -0.9], [-1.9, 2.5, -0.1], [1.0, 0.0, 1.4], [0.1, -0.3, -1.3], [-0.3, -1.1, 0.5], [1.0, -0.7, -0.8], [0.2, 0.0, 0.9], [0.2, 0.5, 0.1], [-0.4, 0.2, -0.8], [1.2, -1.2, 1.3], [0.7, 1.5, 0.5], [-0.3, -1.8, -1.8], [-0.2, 0.2, 0.7], [-0.8, 2.3, -0.7], [0.0, -0.2, 0.4], [0.5, -0.4, -0.3], [-0.2, -0.3, 0.3], [0.7, -1.5, -0.7], [-0.5, -0.1, 0.5], [0.5, 0.3, 1.0], [-0.4, 2.0, 0.0], [-1.9, -0.3, -2.2], [1.0, -0.3, 2.3], [0.7, -0.5, -0.2], [-0.4, -0.2, 0.2], [0.2, 0.1, -0.4], [0.5, -0.5, 0.5], [0.6, 0.1, -0.9], [-0.2, 0.1, 0.8], [-0.2, -0.5, -0.1], [-0.6, 0.5, 0.3], [-2.4, 0.6, 0.2], [2.4, -0.5, 0.3], [-0.7, -1.2, -0.5], [-0.3, 0.2, 0.1], [0.4, 0.3, 0.4], [0.9, -0.9, -0.9], [-0.6, 0.0, 0.1], [0.6, 0.7, 0.2], [0.4, 0.5, -0.4], [0.5, -1.0, -0.3], [0.2, -0.4, -1.3], [0.2, -0.5, 0.7], [-0.1, 0.1, 1.8], [-0.4, 1.5, 0.2], [0.0, 0.4, -0.2], [-0.4, 0.0, 0.3], [-0.3, 0.8, 0.2], [-0.2, 0.4, -0.4], [0.6, -1.3, -0.7], [-1.8, -0.9, 0.6], [1.4, -0.6, 1.1], [0.2, 0.2, -0.1], [0.0, 0.6, -0.4], [-0.3, 0.8, -0.4], [-0.1, 0.3, -0.1], [1.2, -0.3, -0.7], [0.9, -0.3, -0.4], [-1.5, 0.3, 0.5], [-0.1, -0.2, 0.1], [0.3, -0.6, -1.2], [-1.0, -0.6, 0.6], [0.6, 0.3, 0.3], [0.1, -0.8, 0.1], [0.4, -0.3, -0.2], [0.2, 0.3, 0.4], [-0.3, 0.1, 0.2], [-0.3, 0.4, 0.4], [0.2, 0.3, -0.5], [-0.5, 0.8, -0.2], [-0.3, -0.3, -0.2], [0.7, 0.3, 0.2], [-0.8, 0.0, -0.1], [0.8, 0.9, 0.0], [-0.2, 0.1, -0.2], [0.6, 0.2, 0.5], [-0.5, -1.2, 0.0], [-1.2, 0.0, -0.3], [0.3, 1.0, -0.1], [-0.6, 0.0, -0.2], [0.2, -0.4, 0.3], [0.8, -0.4, 0.4], [0.3, -0.2, 0.3], [0.7, 0.8, 0.7], [-1.4, -1.2, -0.4], [0.6, 0.5, 0.3], [-0.4, 1.7, 0.3], [0.4, 0.2, 0.5], [1.6, 0.5, -0.3], [-0.7, -1.2, -0.2], [-0.9, 0.5, -0.4], [-0.2, 0.6, 0.0], [0.7, -0.9, 0.0], [-0.6, -1.1, -0.9], [0.5, 0.8, 0.1], [0.0, -0.5, 1.3], [0.4, 0.1, 0.0], [-0.6, -0.1, -0.4], [1.4, 0.4, 0.5], [0.9, 1.3, -1.4], [0.4, 0.2, 1.4], [-0.8, -0.8, -0.8], [0.1, 0.2, -0.4], [-0.3, -0.4, -0.7], [-1.0, -0.4, -0.5], [-0.7, -0.8, 0.8], [2.6, -1.1, 1.2], [-2.4, 0.3, -0.7], [1.0, 0.4, 0.7], [-0.2, 0.2, -0.3], [-0.6, 0.3, 0.7], [1.8, -1.0, -0.4], [-0.4, -0.7, 0.7], [-1.4, 1.0, -1.4], [-0.3, 0.5, -0.4], [0.4, 0.0, -0.1], [0.0, -0.2, -0.5], [-0.3, 0.4, 0.3], [-0.4, -0.7, 0.9], [0.0, 0.1, -0.1], [0.7, 0.5, 0.9], [0.2, 0.0, -0.2], [-0.5, 0.8, 1.4], [-0.6, -1.9, -3.8], [0.2, -0.4, -1.5], [-0.5, 0.1, 1.7], [0.3, 0.6, -0.3], [0.0, 0.0, 0.2], [-0.2, -0.3, -0.3], [0.8, 1.1, 1.2]], "mulliken_charge": [-1.666, 1.168, -0.413, -1.131, 0.434, 0.468, 0.355, 0.438, 0.217, 0.202, -0.991, 0.901, -0.488, -1.325, 0.117, 0.368, 0.374, 0.375, 0.335, 0.330, -0.961, 0.971, -0.576, -1.442, 0.348, 0.153, 0.384, 0.326, 0.376, 0.427, -0.115, 1.018, -0.555, -1.714, 0.561, -0.231, -0.163, 0.381, 0.429, 0.401, -1.147, 0.825, -0.532, -0.879, 0.314, 0.383, 0.266, 0.413, 0.205, 0.169, -0.144, 0.320, -0.653, 0.059, 0.427, -0.302, 0.283, 0.179, 0.340, -0.558, -0.608, 0.858, 0.025, -0.877, 0.481, -0.382, 0.121, -0.357, 0.265, 0.569, -1.368, 0.655, -0.407, -0.393, 0.306, 0.308, 0.325, -0.303, 0.564, 0.316, -1.126, 0.683, -0.196, -1.311, 0.387, 0.126, 0.466, 0.373, 0.411, 0.235, -0.145, -0.550, 0.432, -0.596, -0.330, -0.309, 0.533, -0.595, 0.325, 0.408, 0.354, 0.492, -0.331, 0.245, 0.338, -0.589, -0.498, -0.478, 0.438, -0.600, 0.311, 0.334, 0.390, 0.345, -0.550, -0.808, 0.200, -0.626, -0.036, -0.091, 0.112, -0.336, 0.554, 0.490, 0.223, 0.822, -0.731, -0.213, 0.121, -0.852, -0.170, -0.996, 0.601, -0.400, 0.509, 0.648, 0.252, 1.126, -0.093, -0.105, 0.055, -0.605, -0.401, -0.515, 0.174, -0.422, 0.358, 0.557, 0.447, 0.577], "homo_ev": -9.14, "mol_weight_g_mol": 1063.2, "lumo_energy_ev": -1.36}